[1]
Formula: C53H52BFN3O13PS
Source: the Open Molecules 2025 dataset
Level of theory: ωB97M-V with the def2-TZVPD basis set

Geometry as XYZ:
```
125
Properties=species:S:1:pos:R:3:forces:R:3:lowdin_charge:R:1
C 3.18538 1.23467 -6.12042 -0.041 0.072 0.009 -0.3844
C -1.75460 -8.41834 -0.13418 0.024 -0.101 0.029 0.0208
N -0.05748 3.49051 4.30743 -1.281 -0.025 -1.353 -0.1926
C 4.37051 -1.37611 -6.24711 0.047 -0.112 -0.004 -0.3862
H 5.19751 4.29935 -0.01691 0.024 0.013 -0.028 0.1228
O -1.35461 -3.47841 -2.81034 -0.093 -0.124 -0.102 0.0582
H 1.41955 -6.11452 -0.54666 0.022 -0.038 -0.003 0.1155
C 0.81132 -0.95772 -2.60641 0.891 -0.241 0.560 -0.1444
H 2.36165 -1.48258 3.73406 -0.347 0.065 -0.242 0.1224
O -4.42245 -2.05788 2.46545 -0.024 0.019 -0.024 0.0981
H 1.82805 3.95722 -3.72866 -0.003 -0.031 0.008 0.1209
O 4.35556 6.31329 4.89395 -0.022 0.024 -0.018 0.1058
C 2.09074 6.39600 4.25947 -0.092 -0.046 -0.018 0.0228
O 3.29439 1.62035 3.67066 -0.644 -0.998 -0.112 0.1168
H 1.12332 0.49899 6.07031 0.011 0.548 -0.073 0.0679
H -6.52551 1.82325 1.80851 -0.042 -0.003 0.001 0.1243
C 0.66640 0.60363 2.13790 -0.797 0.879 -0.483 -0.1982
C -1.91584 -7.01625 -0.58753 0.004 0.075 -0.022 -0.3735
C -4.89042 -3.69345 -2.99546 0.074 0.004 0.051 0.0319
O 2.68295 2.33765 -6.06455 0.013 0.016 0.045 0.0950
H -5.77458 -3.93466 -2.41941 -0.018 0.005 -0.034 0.1250
C 4.65692 1.05621 -6.09098 0.089 -0.052 0.005 0.0214
C -2.16058 2.57037 -1.00163 -1.000 -0.203 -0.508 -0.1743
H 2.52999 -0.10399 2.03118 -0.212 -0.069 -0.072 0.1116
C -5.41191 0.04864 2.11736 -0.007 0.098 -0.010 0.0214
H 5.25087 1.95881 -6.01963 -0.037 0.021 0.001 0.1218
H 2.99951 -4.84952 3.11231 0.028 0.382 -0.264 0.0688
O 0.35500 9.22345 3.00257 0.035 -0.016 0.019 0.1096
O 1.07312 3.24367 -1.35203 -0.002 -0.031 0.018 0.0906
C 2.19126 3.64985 -1.59121 -0.013 0.014 0.045 -0.3762
C 2.34956 0.01395 -6.21844 -0.030 -0.107 -0.009 0.0133
H -6.77915 -3.14504 2.52500 0.047 0.003 0.002 0.1213
N -2.03486 3.76771 2.73091 0.597 -0.622 -0.042 -0.2175
C 3.81280 4.49384 -3.22473 -0.062 -0.027 -0.026 0.0220
C 0.90602 -0.35026 -1.17336 -0.083 0.325 0.208 -0.3970
H -8.87409 -1.83194 2.24139 -0.019 0.046 -0.007 0.1224
F -3.66206 3.45260 -2.74299 0.228 -0.249 0.138 -0.0762
C 3.43949 6.97927 4.46027 0.070 -0.054 0.035 -0.3854
H -0.41550 -9.94290 0.47046 0.047 0.011 0.002 0.1224
H -1.64121 -2.64624 -0.51332 -0.013 0.505 0.334 0.0003
C 1.08518 7.12785 3.78548 0.101 -0.064 0.037 0.0127
B 2.01358 1.45401 4.20089 0.339 0.178 0.033 -0.4681
O 5.95371 5.01178 -2.39562 -0.030 -0.027 0.012 0.1050
C -3.66623 -3.75214 -2.47781 -0.092 0.046 0.109 0.0195
C -6.53131 0.75180 1.96543 0.116 0.009 -0.002 0.0281
C -6.77434 -2.07370 2.36839 -0.113 -0.007 -0.009 0.0190
C 2.19237 -3.47546 1.56421 -0.137 -0.895 1.392 -0.2413
H 2.30442 -2.09907 -6.34713 0.044 -0.025 0.009 0.1226
C -0.55348 -8.92160 0.13884 -0.115 -0.012 -0.005 0.0226
H 1.27759 0.16530 -6.23890 0.009 0.050 0.007 0.1211
H -2.02563 3.65914 -0.90700 0.150 -0.392 -0.035 0.1239
C -0.13067 2.58389 3.30989 0.311 -0.952 -0.432 -0.3011
C 1.87740 1.24315 5.76746 0.758 -0.575 0.013 -0.0043
C 3.62523 8.40908 4.11103 -0.036 0.103 -0.040 0.0189
C -1.25220 2.71996 2.39508 1.232 0.061 1.008 -0.2819
H 0.09568 6.71776 3.63378 -0.007 0.078 -0.040 0.0663
C -2.68789 -3.01515 -4.69576 -0.009 0.036 -0.085 0.0253
O -3.01122 -6.55657 -0.83869 0.000 -0.010 0.019 0.0987
C 0.67476 -8.10003 0.00219 0.122 -0.017 0.009 -0.3850
C 2.89843 -1.19667 -6.27640 -0.102 0.068 0.002 0.0208
H 0.13778 -3.08196 2.35608 0.505 0.234 -0.136 0.0773
H 4.61629 8.81750 4.26338 0.011 -0.043 0.016 0.1212
H 4.08646 -3.47216 2.73935 -0.127 -0.355 -0.202 0.0689
H -0.01951 -1.67024 -2.71618 0.220 0.500 -0.143 0.0272
C 0.82232 1.51154 3.15701 0.110 0.512 0.318 -0.0169
C -7.86159 0.09673 2.00422 -0.098 0.072 -0.020 -0.3861
H -3.10692 1.01236 0.22492 0.447 0.242 -0.041 0.0787
H -3.10980 1.49598 -2.68021 -0.139 0.343 0.239 0.1151
H 1.73883 -1.53733 -2.78791 -0.435 0.201 -0.024 0.0697
H -0.05848 -2.62195 0.24833 -0.475 0.139 0.054 0.0212
H 1.15870 0.72439 -1.26688 -0.148 -0.438 0.164 0.0496
H 6.27818 -0.30506 -6.12807 -0.009 -0.046 -0.003 0.1232
O 1.76886 -8.55816 0.25284 -0.041 0.003 0.004 0.1087
C -1.36965 1.78322 1.31522 -0.768 -0.273 -0.570 -0.1709
C -0.45245 0.75841 1.17626 0.548 -0.519 0.828 -0.2050
H -1.80195 -2.77521 -5.27031 0.020 -0.008 0.035 0.1205
H -4.43182 0.50874 2.09300 0.016 -0.034 0.022 0.1052
C 4.83519 4.60844 -2.15650 0.079 0.040 -0.034 -0.3873
H 3.91706 1.05805 4.15391 0.146 0.700 0.186 0.1027
S -1.36796 4.41834 4.03644 -0.106 0.365 0.425 1.0114
C 1.27021 8.55695 3.43624 -0.094 0.058 -0.042 -0.3847
C -1.04218 -2.10831 0.23654 1.379 -0.484 0.266 -0.2584
C -2.56143 1.96028 0.36251 0.292 0.401 0.540 -0.2144
O -6.22370 -3.23248 -4.87896 0.047 0.006 -0.008 0.1121
H -1.26078 2.09477 -1.41707 -0.208 0.399 0.361 0.0651
H 1.68426 -4.27854 0.99821 0.149 0.594 -0.065 0.0779
H 0.81409 -0.15120 -3.35531 -0.436 -0.374 0.160 0.0574
H -4.24439 2.05834 -1.39784 0.234 0.149 -0.391 0.1089
H 3.85572 -4.86999 1.58168 0.270 0.486 0.426 0.0683
C 4.43827 4.20872 -0.78354 -0.057 -0.034 0.080 0.0238
H 1.32656 -3.58106 3.53159 -0.155 0.301 -0.320 0.1048
H 2.73539 10.18489 3.37743 -0.047 -0.001 -0.014 0.1217
H 2.55220 -2.68502 0.89045 -0.219 -0.289 0.138 0.0921
H -4.09065 -2.66270 -6.24202 -0.047 -0.004 0.011 0.1233
H 1.75118 2.20041 6.30559 -0.258 -0.397 -0.318 0.0722
H -3.26679 2.64779 0.86750 0.219 -0.205 -0.325 0.1088
H -1.45896 -2.22050 1.24778 -0.164 0.242 -0.445 0.0370
C 3.21216 3.76294 -0.52124 0.068 0.009 0.077 0.0279
P -0.74138 -0.35299 -0.28736 -0.284 0.308 -0.873 1.0247
H 0.59548 -1.17645 3.72031 0.482 -0.203 -0.043 0.1270
C 2.58682 4.04898 -2.96145 0.007 0.026 -0.139 0.0238
C -5.44489 -1.41817 2.32966 0.109 -0.051 0.011 -0.3849
H 2.85360 0.84676 6.12682 -0.437 0.172 -0.036 0.0656
C -5.10987 -3.28916 -4.40500 -0.122 -0.023 -0.003 -0.3839
C 1.45370 -1.49318 3.09736 -0.280 -0.151 0.018 -0.1807
H -0.82651 -5.17073 -1.05750 -0.026 -0.015 -0.035 0.0978
C -3.91132 -2.95496 -5.21516 0.115 0.018 -0.025 0.0264
C 5.20635 -0.15432 -6.14904 0.022 0.119 0.014 0.0233
H 1.97279 5.35038 4.51873 0.008 -0.005 0.004 0.1027
C 3.37207 -4.19161 2.30887 -0.246 -0.048 -0.863 -0.1100
C -3.34355 2.32000 -1.98384 0.183 -0.104 0.486 -0.1941
N 1.59037 -0.49316 2.00016 -0.210 -0.093 0.226 0.0067
H 4.11900 4.78917 -4.22032 0.019 -0.005 0.008 0.1229
C -0.68890 -6.19362 -0.72468 0.073 0.092 0.025 0.0310
C 0.51221 -6.69782 -0.45172 -0.073 0.058 -0.023 0.0218
H 2.90394 3.46488 0.47407 -0.035 -0.021 -0.011 0.1196
O -8.88243 0.73537 1.86824 0.030 -0.029 0.009 0.1112
C 1.19422 -2.94433 2.63386 0.216 0.037 0.188 -0.2030
O 4.87137 -2.47836 -6.30174 -0.017 0.037 0.004 0.1102
H -3.48519 -4.04486 -1.45169 0.013 -0.064 -0.024 0.1060
C -2.47241 -3.41953 -3.28725 0.007 -0.032 0.050 -0.3665
H 1.69850 -0.79322 -0.54848 -0.350 -0.060 -0.310 0.0493
H -2.66189 -9.00157 -0.03990 -0.021 0.034 -0.014 0.1216
C 2.61943 9.14028 3.63713 0.121 -0.001 0.030 0.0198
C -7.89459 -1.37149 2.21685 0.054 -0.114 0.017 0.0217
```
Forces are in eV/Å.

Properties
- Calculated total energy: -4057.27362 hartree
- HOMO energy: -7.97 eV
- LUMO level: -1.7 eV

***

[2]
Formula: C24H43Cl2CuF3N3O4Si
Source: the Open Molecules 2025 dataset
Level of theory: ωB97M-V with the def2-TZVPD basis set

Geometry as XYZ:
```
81
Properties=species:S:1:pos:R:3:forces:R:3:lowdin_spin:R:1
H 0.01589 3.09660 -3.56817 0.119 0.037 0.016 0.0000
C 1.38811 4.50336 1.61587 -0.067 0.064 -0.069 0.0000
H 2.56372 5.40164 -2.43040 0.654 -0.411 -0.061 0.0000
H 2.30821 -3.49183 0.37920 -0.382 0.046 0.405 0.0005
C 3.39397 4.65369 -2.41464 0.109 0.535 -0.347 0.0000
C 2.41194 1.31069 0.53820 0.333 -0.142 0.457 0.0000
O -0.43935 1.88013 3.23789 0.714 0.607 -0.041 0.0000
Cl -1.51489 -0.12189 0.43403 -0.830 0.004 0.267 0.0002
H 3.59925 2.81020 -1.27833 -0.921 0.107 0.278 0.0000
H -2.65707 -1.91629 2.70354 -0.099 -0.091 -0.136 0.0000
H 2.27837 4.28382 2.21297 -0.118 0.069 -0.098 0.0000
C 2.86141 -0.29018 -1.18305 0.666 -0.583 0.279 0.0000
H -0.11242 -1.44095 2.28712 0.593 -0.088 0.124 0.0000
H -3.27132 -3.26921 3.69869 0.172 -0.055 0.095 0.0000
H -5.01872 -3.41466 0.05277 -0.089 -0.066 0.676 0.0000
H 0.95419 5.46307 1.92797 0.200 0.025 0.034 0.0000
H -1.91493 -0.26339 -3.48933 -0.443 0.165 0.257 0.0042
C -1.89505 0.64773 -2.87482 -0.172 0.025 -0.483 0.0042
H -2.44545 1.46805 -3.39533 0.239 -0.464 0.064 0.0002
F -1.00994 -5.60939 -2.59757 0.559 -0.893 0.127 0.0186
H -3.69636 -1.83314 -1.64146 0.572 0.462 0.073 0.0001
H 3.84780 4.63592 -3.43623 -0.285 0.014 0.604 0.0000
N -3.64634 -3.48269 1.66027 0.020 -0.266 -0.434 0.0001
C 3.90084 -0.82599 -0.42722 -0.135 -0.159 0.129 0.0000
H 1.36965 -0.50520 2.65492 -0.147 -0.306 -0.158 0.0000
C 1.20724 1.44327 -1.73895 -0.376 -2.290 0.239 0.0000
H 1.52189 3.99298 -3.99277 -0.319 0.136 -0.361 0.0000
H 2.42490 -3.26028 3.94653 0.015 -0.164 0.068 0.0000
H 4.47904 -1.66302 -0.82478 -0.067 0.182 0.167 0.0000
Si -2.70719 0.53661 -1.14477 1.404 -1.259 -1.696 0.0003
C -4.01260 -0.80487 -1.41413 -0.941 -0.060 0.040 0.0001
N 1.69294 -2.55118 2.14588 -0.474 -0.094 -0.899 -0.0002
H 1.34629 2.86718 3.51195 -0.093 -0.323 -0.170 0.0000
H 2.63389 -4.35058 2.53750 0.093 -0.023 0.255 0.0000
H 4.18444 5.03772 -1.72192 -0.643 -0.287 -0.500 0.0000
C -2.62976 -4.02256 0.98554 1.560 0.610 0.772 0.0006
H 3.66159 1.21648 2.29972 0.039 -0.113 -0.151 0.0000
H -0.82597 0.95185 -2.75655 -1.251 -0.184 0.006 0.0000
H -4.39485 -2.12170 3.01200 -0.042 0.266 -0.013 0.0000
C 1.10427 3.03920 -3.67301 -0.343 0.822 -0.126 0.0000
H 5.00117 -0.73375 1.42873 -0.264 0.221 -0.179 0.0000
H 3.67257 -2.92262 2.72833 0.088 -0.014 0.164 0.0000
H -4.47327 -0.44408 -2.34807 -0.193 -0.148 0.146 0.0000
O -1.46626 -3.54312 1.00267 -1.598 -1.279 0.483 0.0264
H -1.51739 4.26067 1.72204 -0.034 -0.165 -0.162 0.0000
C 2.66674 -3.31842 2.88958 0.145 0.304 -0.235 0.0000
C -0.83792 3.68188 1.07418 -0.411 -0.100 -0.319 0.0000
C 1.77660 2.66925 -2.40875 1.162 0.369 1.519 0.0000
H 1.82466 2.15830 0.86369 0.195 -0.211 -0.054 0.0000
C 4.18726 -0.29954 0.83570 0.232 -0.112 0.082 0.0000
C 0.43399 2.66996 2.90710 -0.776 0.251 -0.689 0.0000
H -5.70341 -3.17368 1.70425 0.091 -0.132 -0.211 0.0000
H -4.01240 2.38095 -0.01738 0.030 0.092 -0.287 0.0000
C -4.97068 -3.72983 1.11545 -0.348 -0.593 -0.262 0.0001
F 0.02599 -6.35353 -0.81251 0.234 -0.840 -0.030 0.0424
H -4.81856 -0.91834 -0.67067 0.143 0.339 -0.021 0.0000
C -3.46302 -2.64129 2.83007 0.142 0.301 -0.129 0.0001
N 0.40171 3.45220 1.77576 0.316 -0.052 1.270 0.0000
H -2.65348 2.94921 -1.06027 -0.157 -0.107 0.047 0.0000
C 0.88618 -1.48866 2.75408 -0.071 0.096 0.167 0.0000
H 1.31248 2.29928 -4.45655 0.040 -0.021 0.245 0.0000
H -2.84487 -5.00218 0.51377 -0.084 0.642 -0.487 -0.0001
H -1.29971 2.73768 0.75825 0.269 0.316 0.140 0.0000
O 0.71015 -2.22815 0.11122 1.415 -1.014 0.960 0.0068
C -3.46078 2.21582 -0.95202 -0.248 0.145 0.299 0.0000
C 2.12601 0.77443 -0.70429 0.502 0.900 -1.557 0.0000
C 2.87752 3.30674 -1.94135 0.176 -0.145 -0.605 0.0000
H -5.20541 -4.80911 1.17387 -0.097 0.413 -0.040 0.0000
H 1.16752 0.74255 -2.58707 0.965 -0.651 -0.707 0.0000
C 1.56315 -2.79560 0.82596 -0.865 1.254 -0.572 0.0015
C -0.04517 -5.31296 -1.67428 -0.917 1.611 0.097 0.1579
C 3.44685 0.78240 1.32261 -0.473 -0.129 -0.351 0.0000
H -4.11524 2.29699 -1.83739 0.027 0.142 0.437 0.0000
O -0.06704 1.39199 -1.31476 0.277 2.802 1.475 0.0001
H -0.60309 4.28619 0.18678 -0.176 -0.370 0.148 0.0000
F 1.13411 -5.23445 -2.33612 -0.106 -0.487 0.089 0.0299
Cl -1.06961 -2.68724 -2.63780 -0.339 0.532 -0.840 0.1479
H 1.67685 4.59058 0.55899 0.005 -0.161 0.239 0.0000
H 0.78308 -1.69534 3.82405 -0.043 -0.081 -0.140 0.0000
Cu -0.62384 -3.63554 -0.81728 0.791 0.227 0.001 0.5581
H 2.61889 -0.68081 -2.16968 0.132 -0.004 0.177 0.0000
```
Forces are in eV/Å.

Properties
- Calculated total energy: -4555.49497 hartree
- 2S+1: 2
- Total charge: -1
- Energy relative to the best compared isomer or geometry (same formula, charge and spin): 179.0 kJ/mol
- HOMO energy (spin up / spin down): -3.20 / -3.20 eV
- LUMO level (spin up / spin down): 2.3 / 2.2 eV

***

[3]
Formula: C3H9N4O
Source: the Open Molecules 2025 dataset
Level of theory: ωB97M-V with the def2-TZVPD basis set

Geometry as XYZ:
```
17
Properties=species:S:1:pos:R:3:forces:R:3:lowdin_charge:R:1
H 0.70204 -0.05492 -1.34350 -1.938 -0.303 0.828 0.1813
H -1.38022 -0.92374 1.96638 -0.860 -0.236 1.377 0.1734
H -1.96142 0.82934 -1.81925 0.941 0.513 1.316 0.1454
C -2.26476 -0.28866 0.13702 -1.736 0.711 -1.293 -0.3548
H 3.17355 1.31177 -0.29222 -1.293 -0.557 0.034 0.0912
O -3.38387 -0.04387 0.46762 0.556 -0.220 -0.457 0.1703
N -0.17583 -0.07573 -0.75720 2.055 0.075 -0.090 0.0634
H 2.24046 1.88298 0.85595 -0.816 -1.637 -1.611 0.1193
H 1.08152 -1.58576 1.76656 0.567 -0.021 0.331 0.1480
H 1.60594 1.49694 -0.64562 -1.118 1.334 -1.239 -0.0039
C -1.52203 -0.01110 -1.23678 -1.950 -1.335 -1.040 -0.0376
N -1.30450 -0.81685 0.99361 0.283 -0.265 -0.271 0.2275
C -0.10199 -0.64705 0.48998 0.614 0.721 -3.147 -0.3832
H 1.77135 -0.48369 0.46904 1.444 0.325 0.470 0.0618
N 1.04767 -0.97311 0.97675 -1.111 -1.027 0.643 0.2300
N 2.18725 1.15163 0.05310 4.161 1.844 2.397 0.0066
H -1.71516 -0.76817 -2.08144 0.201 0.078 1.752 0.1614
```
Forces are in eV/Å.

Properties
- Calculated total energy: -413.74620 hartree
- Total charge: +1
- Energy relative to the best compared isomer or geometry (same formula, charge and spin): 4.6 kJ/mol
- HOMO energy: -14.70 eV
- LUMO level: -3.2 eV

***

[4]
Formula: C4H8NO2
Source: the Open Molecules 2025 dataset
Level of theory: ωB97M-V with the def2-TZVPD basis set

Geometry as XYZ:
```
15
Properties=species:S:1:pos:R:3:forces:R:3:lowdin_charge:R:1
C 2.37010 0.31293 0.32583 -0.734 -0.620 -0.994 -0.5814
H 1.13026 -0.63078 -1.09438 0.398 -0.050 0.198 0.0636
H 3.13130 0.69569 -0.39099 0.290 0.438 0.430 0.0640
H -0.45956 1.48497 -0.00118 0.102 0.236 0.194 0.1004
H -1.45673 -0.05008 -1.59585 -0.737 0.443 0.283 0.1184
O 2.65817 -0.82888 0.88062 0.045 -0.587 0.209 -0.3190
H 2.00087 1.06435 1.04867 0.325 0.790 0.030 0.0686
H -0.91504 -1.39063 -0.81861 0.032 -0.326 0.667 0.1181
C -0.12014 0.44516 0.02631 0.249 -0.568 0.146 -0.3310
C -2.42335 -0.41944 0.36803 -1.046 0.506 -1.298 -0.2685
H 0.00857 0.14717 1.08340 -0.169 0.077 -0.018 0.1049
N 1.14501 0.28909 -0.66120 -0.434 0.244 -0.208 -0.0888
O -3.52560 -0.82436 0.05748 0.303 -0.143 0.428 0.0075
H -2.28388 0.08662 1.34217 0.186 -0.284 0.124 0.1193
C -1.25997 -0.38181 -0.57028 1.189 -0.157 -0.191 -0.1761
```
Forces are in eV/Å.

Properties
- Calculated total energy: -362.41507 hartree
- Total charge: -1
- Energy relative to the best compared isomer or geometry (same formula, charge and spin): 286.6 kJ/mol
- Structure (SMILES): O=CCCNC[O-]
- HOMO energy: -2.71 eV
- LUMO level: 3.7 eV